# 1
The following is a quantum chemistry calculation of a structure of composition C29H38CoN5STe, from the Open Molecules 2025 dataset.

Molecular weight: 675.26 u
Net charge: -1
Multiplicity: 4
ΔE to the lowest compared entry with this formula, charge and spin: 11.9 kcal per mole
LUMO energy (alpha / beta): 2.49 / 1.31 eV
Orbital gap (alpha / beta): 4.9 / 5.2 eV
<S²>: 3.83
E_tot: -93897.532 eV

The geometry in XYZ format:
```
75
Properties=species:S:1:pos:R:3:mulliken_charge:R:1
Co -0.453 0.497 -0.235 -0.647
C 2.060 3.375 1.565 -1.625
C 1.444 2.218 0.841 0.991
N 0.161 2.157 0.507 1.376
N -0.641 3.262 0.722 -1.182
C -1.797 3.112 0.165 0.343
N -2.732 4.125 0.357 -0.528
S -2.299 1.728 -0.778 -0.584
C 2.199 1.095 0.432 0.282
C 3.583 0.927 0.688 -0.959
C 4.265 -0.101 0.105 -0.551
C 3.572 -0.999 -0.740 -0.996
C 2.215 -0.839 -0.879 0.447
N 1.511 0.150 -0.318 0.314
H 1.313 4.144 1.735 0.388
H 2.887 3.806 0.994 0.325
H 2.461 3.061 2.532 0.315
H -2.316 5.016 0.581 0.246
H -3.443 4.164 -0.354 0.231
H 4.087 1.630 1.338 0.356
H 5.324 -0.229 0.296 0.394
H 4.075 -1.813 -1.243 0.483
H 1.637 -1.537 -1.469 -0.017
C 2.575 -9.307 0.132 -1.453
C 2.110 -7.899 0.389 0.641
C 1.478 -7.553 1.572 -1.076
C 1.040 -6.254 1.823 0.922
C 0.362 -5.952 3.130 -1.815
C 1.254 -5.260 0.859 -0.013
Te 0.576 -3.286 1.209 0.344
C 1.896 -5.593 -0.344 1.059
C 2.148 -4.556 -1.402 -1.127
C 2.308 -6.902 -0.559 -0.867
H 2.306 -9.968 0.956 0.346
H 3.659 -9.352 0.009 0.309
H 2.130 -9.713 -0.779 0.320
H 1.311 -8.315 2.327 0.215
H 0.213 -6.866 3.706 0.355
H -0.605 -5.470 2.968 0.362
H 0.953 -5.262 3.736 0.355
H 1.214 -4.131 -1.778 0.161
H 2.689 -4.985 -2.246 0.366
H 2.724 -3.724 -0.990 0.069
H 2.801 -7.146 -1.495 0.327
C -1.296 0.216 4.194 -1.649
C -1.996 -0.578 3.124 0.196
C -3.233 -1.175 3.349 -1.098
C -3.845 -1.901 2.333 -0.061
C -5.169 -2.580 2.575 -1.675
C -3.255 -2.005 1.080 -1.007
C -2.027 -1.377 0.795 1.512
C -1.406 -0.715 1.882 1.015
N -1.346 -1.307 -0.394 0.448
C -1.842 -1.934 -1.623 1.261
C -3.182 -1.345 -2.101 -1.696
C -1.951 -3.462 -1.512 -1.375
C -0.813 -1.643 -2.714 -1.584
H -1.827 0.149 5.144 0.399
H -1.228 1.268 3.911 0.295
H -0.277 -0.146 4.345 0.327
H -3.713 -1.083 4.317 0.222
H -5.514 -2.419 3.597 0.381
H -5.092 -3.657 2.410 0.326
H -5.939 -2.202 1.899 0.312
H -3.775 -2.572 0.326 0.482
H -0.394 -0.315 1.759 0.035
H -3.982 -1.462 -1.374 0.210
H -3.487 -1.840 -3.028 0.497
H -3.078 -0.281 -2.308 0.386
H -2.721 -3.791 -0.820 0.201
H -1.004 -3.881 -1.167 0.130
H -2.179 -3.889 -2.493 0.466
H -0.581 -0.577 -2.762 0.232
H -1.196 -1.956 -3.689 0.548
H 0.113 -2.190 -2.525 0.059
```

# 2
The following is a quantum chemistry calculation of a structure of composition C29H38F3O4V in a non-equilibrium geometry, from the Open Molecules 2025 dataset.

Molecular weight: 558.56 u
Net charge: +2
Multiplicity: 5
LUMO energy (alpha / beta): -6.47 / -10.52 eV
Orbital gap (alpha / beta): 6.4 / 2.4 eV
<S²>: 6.03
E_tot: -72699.580 eV

The geometry in XYZ format:
```
75
Properties=species:S:1:pos:R:3:mulliken_charge:R:1
V -0.224 -0.544 3.517 1.136
C 0.014 -0.598 -0.679 -0.763
C 0.601 0.448 0.281 -0.237
O -0.019 0.462 1.550 -0.104
H -0.945 -0.297 -1.100 0.275
H 0.010 -1.619 -0.296 0.245
H 0.650 -0.565 -1.564 0.166
H 0.555 1.403 -0.242 0.205
H 1.653 0.177 0.369 -0.017
C -4.589 -1.204 3.788 -1.122
C -3.445 -1.153 2.889 0.695
O -2.360 -1.104 3.339 -0.437
C -3.760 -1.280 1.413 -0.729
H -4.643 -0.208 4.227 0.262
H -4.358 -1.920 4.576 0.432
H -5.499 -1.436 3.235 0.329
H -4.268 -2.230 1.249 0.481
H -2.802 -1.269 0.893 -0.054
H -4.442 -0.472 1.149 0.229
C 2.163 -3.739 -0.440 -0.684
C 1.849 -4.671 -1.568 0.697
O 2.508 -5.671 -1.709 -0.537
C 0.527 -4.452 -2.177 -1.063
H 3.033 -4.089 0.115 0.282
H 1.283 -3.658 0.198 0.240
H 2.310 -2.744 -0.860 0.194
H 0.342 -5.183 -2.963 0.352
H 0.287 -3.463 -2.568 0.245
H -0.141 -4.600 -1.329 0.283
C -2.059 3.678 5.170 -1.117
C -1.159 2.820 4.329 0.671
O -1.225 1.607 4.343 -0.378
C -0.226 3.442 3.276 -0.884
H -2.873 4.080 4.568 0.281
H -1.442 4.480 5.575 0.374
H -2.513 3.074 5.956 0.352
H -0.671 4.225 2.662 0.341
H 0.282 2.670 2.698 0.007
H 0.519 3.867 3.949 0.445
F -1.342 0.567 -6.527 -0.183
C -0.264 0.624 -5.733 0.708
C -0.428 1.220 -4.497 -0.546
C 0.738 1.362 -3.707 0.027
C 2.018 1.032 -4.221 -0.408
C 2.153 0.506 -5.501 -0.477
C 0.967 0.307 -6.298 -0.501
H -1.432 1.411 -4.147 0.467
H 0.692 1.846 -2.743 0.444
H 2.871 1.210 -3.583 0.522
H 3.133 0.405 -5.945 0.451
H 1.032 -0.117 -7.289 0.468
F 8.141 -0.719 -1.448 -0.298
C 7.107 -1.066 -0.658 0.273
C 6.064 -0.177 -0.391 -0.583
C 5.025 -0.519 0.475 -0.203
C 5.016 -1.725 1.105 -0.443
C 6.049 -2.637 0.871 -0.416
C 7.095 -2.326 0.002 -0.454
H 6.054 0.781 -0.891 0.439
H 4.263 0.239 0.577 0.421
H 4.210 -1.965 1.783 0.432
H 6.191 -3.544 1.440 0.411
H 7.897 -3.048 -0.040 0.402
F -4.786 2.040 2.525 -0.348
C -4.397 2.177 1.253 -0.067
C -3.056 2.354 0.967 0.397
C -2.652 2.500 -0.375 -0.594
C -3.616 2.534 -1.364 -0.388
C -4.940 2.413 -1.058 -0.690
C -5.353 2.189 0.247 -0.300
H -2.288 2.266 1.722 0.239
H -1.625 2.715 -0.633 0.494
H -3.407 2.570 -2.423 0.365
H -5.677 2.315 -1.842 0.360
H -6.379 2.001 0.528 0.486
```

# 3
The following is a quantum chemistry calculation of a structure of composition C29H38HfN2O6PS3Se in a non-equilibrium geometry, from the Open Molecules 2025 dataset.

Molecular weight: 895.26 u
Net charge: +1
ΔE to the lowest compared entry with this formula, charge and spin: 40.0 kcal per mole
LUMO energy: -2.64 eV
Orbital gap: 8.3 eV
E_tot: -154397.091 eV

The geometry in XYZ format:
```
81
Properties=species:S:1:pos:R:3:mulliken_charge:R:1
Hf 0.123 -0.496 1.464 0.745
C 3.311 -0.575 -1.771 -0.556
C 3.747 0.883 -1.913 -1.150
S 2.569 2.043 -1.167 0.289
C 3.645 3.129 -0.178 -1.091
C 4.422 2.448 0.934 -0.821
S 3.370 1.418 2.027 0.049
C 4.391 -0.083 2.034 0.013
C 4.452 -0.862 0.722 -1.158
S 2.841 -1.179 -0.105 0.397
H 4.118 -1.225 -2.110 0.574
H 2.431 -0.771 -2.379 -0.108
H 3.818 1.124 -2.974 0.632
H 4.722 1.055 -1.459 0.603
H 2.954 3.867 0.233 0.391
H 4.327 3.639 -0.859 0.491
H 4.901 3.197 1.563 0.536
H 5.199 1.800 0.532 0.368
H 3.966 -0.697 2.821 -0.680
H 5.395 0.217 2.332 0.752
H 4.891 -1.841 0.914 0.652
H 5.083 -0.356 -0.005 0.466
C 2.912 -2.788 4.403 -0.700
O 1.795 -2.063 4.949 -0.441
C 1.100 -1.309 4.150 0.434
O 1.483 -0.935 3.008 -0.294
N 0.069 -0.701 4.764 -0.177
N -0.735 0.157 4.001 -0.310
H 3.044 -3.654 5.042 0.306
H 3.800 -2.161 4.442 0.305
H 2.695 -3.102 3.384 0.281
H -0.294 -1.135 5.600 0.253
H -0.848 1.023 4.513 0.332
H -1.646 -0.256 3.831 0.282
C -3.589 0.322 -3.329 -1.585
C -3.748 -0.901 -2.462 1.357
C -4.710 -1.832 -2.848 -0.852
C -4.977 -2.976 -2.114 -0.779
C -4.282 -3.210 -0.940 -0.850
C -3.310 -2.310 -0.545 -1.003
C -3.018 -1.164 -1.290 0.597
P -1.619 -0.174 -0.631 1.438
C -0.865 0.560 -2.124 1.309
C -0.939 1.926 -2.378 -0.436
C -0.401 2.457 -3.537 -0.938
C 0.234 1.622 -4.442 -0.956
C 0.333 0.263 -4.183 -0.623
C -0.213 -0.294 -3.030 0.489
C -0.114 -1.777 -2.781 -1.489
C -2.419 1.226 0.241 0.677
C -3.758 1.547 0.017 -0.934
C -4.376 2.557 0.735 -0.923
C -3.663 3.235 1.711 -0.850
C -2.338 2.913 1.953 -1.091
C -1.682 1.920 1.223 1.188
C -0.210 1.668 1.408 -1.541
H -4.520 0.510 -3.862 0.594
H -2.805 0.176 -4.075 0.289
H -3.340 1.209 -2.754 0.196
H -5.272 -1.644 -3.755 0.477
H -5.729 -3.674 -2.456 0.399
H -4.479 -4.088 -0.339 0.506
H -2.767 -2.512 0.363 0.099
H -1.438 2.575 -1.668 0.415
H -0.475 3.519 -3.731 0.470
H 0.651 2.028 -5.355 0.438
H 0.833 -0.381 -4.897 0.488
H 0.506 -2.260 -3.535 0.476
H -1.102 -2.240 -2.817 0.276
H 0.310 -1.995 -1.796 0.331
H -4.324 0.994 -0.720 0.326
H -5.409 2.808 0.532 0.468
H -4.137 4.025 2.280 0.419
H -1.782 3.462 2.706 0.529
H 0.143 2.199 2.296 0.650
H 0.293 2.131 0.557 0.574
O -0.006 -3.167 3.337 -0.596
Se -0.742 -2.965 1.936 0.998
O -1.560 -1.496 2.075 -0.593
O 0.368 -2.418 0.815 -0.412
O -1.604 -4.186 1.465 -0.685
```